1.
A structure of composition C6H7MgO4Rb at a distorted geometry, computed with the ωB97M-V functional and the def2-TZVPD basis.

* Kohn-Sham gap (spin up / spin down): 4.44 / 2.58 eV
* net charge: +1
* 2S+1: 2

Geometry (Å):
C1 -0.2428 1.3946 1.2535
C2 0.1611 1.1397 0.1345
C3 0.7044 1.0140 -1.2088
C4 2.0776 0.2850 -1.2085
O1 2.6861 0.3420 -2.4222
Rb1 4.0677 0.8308 -6.2381
H1 0.8152 2.0150 -1.6619
H2 -0.0122 0.4522 -1.8341
H3 1.8851 -0.7628 -0.8700
H4 2.6887 0.7487 -0.3986
C5 -2.9542 -2.4464 0.6980
O2 -1.7510 0.7043 2.9100
C6 -0.8005 1.3898 2.5832
O3 -0.1478 2.0854 3.5062
H5 -3.3960 -3.0702 1.4887
H6 -3.4960 -1.5396 0.3850
H7 0.5151 2.6709 3.1141
O4 -1.9474 -2.7977 0.0908
Mg1 -0.8531 -4.4557 -0.3218

Atoms 1-3, force components in eV/Å:
0.213 -0.560 -1.093
-0.466 0.928 0.868
-0.419 -0.181 -0.118



2.
A structure of composition C6H7N at a distorted geometry, computed with the ωB97M-V functional and the def2-TZVPD basis.

* Kohn-Sham gap: 7.61 eV
* net charge: 0
* 2S+1: 1

Geometry (Å):
C1 0.1433 -1.8919 1.8370
C2 1.2752 -0.9832 0.5167
C3 -1.0912 -2.0967 2.4157
C4 0.0430 1.2659 -0.5041
C5 0.5619 0.4795 -1.5831
C6 0.2536 -0.3326 -0.2618
N1 -2.2039 -1.8790 2.9471
H1 0.8398 -2.4918 2.3761
H2 0.7376 2.0054 -0.1300
H3 -1.0424 1.5041 -0.4803
H4 -0.0840 0.1213 -2.4140
H5 1.5473 0.5949 -1.8707
H6 -0.7292 -0.7921 -0.4047
H7 -2.8551 -2.6183 3.1961

Atoms 1-3, force components in eV/Å:
-0.327 -0.146 -0.383
-3.570 -0.569 2.139
0.241 2.308 -1.712



3.
An isolated molecule of C6H7N at a distorted geometry, computed with the ωB97M-V functional and the def2-TZVPD basis.

* SMILES: Nc1ccccc1
* Kohn-Sham gap: 9.00 eV
* net charge: 0
* 2S+1: 1

Geometry (Å):
N1 0.4638 1.1763 1.9360
C1 0.2283 0.4815 0.7528
C2 -0.9897 0.6848 0.0638
C3 -1.1562 0.1894 -1.2197
C4 -0.2923 -0.8569 -1.6152
C5 0.6369 -1.3473 -0.7223
C6 0.9994 -0.6418 0.4207
H1 -0.2236 1.8175 2.2774
H2 1.3949 1.5086 2.1094
H3 -1.8338 1.0964 0.6110
H4 -2.1204 0.3151 -1.6958
H5 -0.2902 -1.1433 -2.6591
H6 1.1611 -2.2624 -0.9809
H7 1.8940 -0.9018 0.9677

Atoms 1-3, force components in eV/Å:
0.423 -0.075 0.426
-0.852 -0.768 0.665
0.269 -0.017 -0.082



4.
A structure of composition C6H7N at a distorted geometry, computed with the ωB97M-V functional and the def2-TZVPD basis.

* Kohn-Sham gap: 9.16 eV
* net charge: 0
* 2S+1: 1

Geometry (Å):
C1 0.9500 0.5346 1.3837
C2 -0.5260 1.0322 1.2134
C3 -1.1261 -0.2187 -1.2325
C4 -0.2472 -1.0362 -1.8225
C5 0.8647 -1.1769 -0.8607
C6 0.6441 -0.2397 0.1373
H1 1.6846 1.3372 1.3291
H2 1.1045 0.0406 2.2121
H3 -0.7673 2.1307 0.9820
H4 -1.2560 0.6590 1.9240
H5 -2.1156 0.1077 -1.4260
H6 -0.3154 -1.7185 -2.6178
H7 1.6954 -1.7856 -1.1078
N1 -0.5898 0.3337 -0.1142

Atoms 1-3, force components in eV/Å:
-1.661 2.884 -3.884
-1.450 2.220 -1.388
-2.129 1.986 0.609



What did the fourth record say?
A structure of composition C6H7N at a distorted geometry, computed with the ωB97M-V functional and the def2-TZVPD basis.

* Kohn-Sham gap: 9.16 eV
* net charge: 0
* 2S+1: 1

Geometry (Å):
C1 0.9500 0.5346 1.3837
C2 -0.5260 1.0322 1.2134
C3 -1.1261 -0.2187 -1.2325
C4 -0.2472 -1.0362 -1.8225
C5 0.8647 -1.1769 -0.8607
C6 0.6441 -0.2397 0.1373
H1 1.6846 1.3372 1.3291
H2 1.1045 0.0406 2.2121
H3 -0.7673 2.1307 0.9820
H4 -1.2560 0.6590 1.9240
H5 -2.1156 0.1077 -1.4260
H6 -0.3154 -1.7185 -2.6178
H7 1.6954 -1.7856 -1.1078
N1 -0.5898 0.3337 -0.1142

Atoms 1-3, force components in eV/Å:
-1.661 2.884 -3.884
-1.450 2.220 -1.388
-2.129 1.986 0.609



Question: net charge of number 2 (C6H7N)?
Answer: 0



Question: What is the formula in the third record?
Answer: C6H7N